[1]
Entry from the OMol25 dataset: the molecule C19H19FN2O4 (ωB97M-V with the def2-TZVPD basis set).

```
45
Properties=species:S:1:pos:R:3:mulliken_charge:R:1
O -2.005 -3.613 0.633 -0.6531
C -1.182 -2.733 0.530 0.5844
C 0.274 -2.971 0.952 -0.4893
O 1.100 -1.846 0.682 -0.2591
C 2.358 -2.088 0.265 0.4404
O 2.819 -3.194 0.151 -0.6179
C 3.098 -0.838 -0.032 -0.0147
C 2.468 0.404 -0.095 0.4510
C 3.201 1.539 -0.380 -0.7134
C 4.563 1.418 -0.601 0.4089
F 5.276 2.523 -0.877 -0.3228
C 5.212 0.195 -0.548 -0.6126
C 4.469 -0.934 -0.265 -0.4593
N -1.402 -1.477 0.090 -0.0645
C -2.575 -0.901 -0.415 -0.2722
C -3.643 -1.664 -0.862 -0.5905
C -4.733 -1.050 -1.453 -0.6844
C -4.745 0.322 -1.620 -0.9100
C -3.695 1.092 -1.149 -0.5421
C -2.609 0.505 -0.510 1.2524
N -1.503 1.217 -0.002 0.3161
C -1.326 1.199 1.446 -0.5147
C -2.074 2.361 2.110 -0.7813
O -1.634 3.600 1.600 -0.4344
C -1.878 3.681 0.213 -0.4445
C -1.192 2.530 -0.539 -0.6793
H 0.289 -3.186 2.027 0.2410
H 0.661 -3.853 0.429 0.3937
H 1.406 0.478 0.072 0.0383
H 2.737 2.511 -0.435 0.4839
H 6.273 0.143 -0.728 0.4580
H 4.935 -1.906 -0.217 0.4650
H -0.607 -0.849 0.087 0.1596
H -3.603 -2.735 -0.753 0.4906
H -5.561 -1.649 -1.800 0.3952
H -5.581 0.805 -2.104 0.3928
H -3.734 2.163 -1.279 0.2772
H -1.685 0.257 1.858 0.5669
H -0.256 1.307 1.663 0.2130
H -1.877 2.384 3.183 0.3935
H -3.157 2.246 1.940 0.3394
H -1.474 4.641 -0.113 0.4011
H -2.964 3.669 0.035 0.3004
H -1.450 2.557 -1.598 0.5637
H -0.108 2.662 -0.440 0.0335
```

Values from the calculation:
SMILES   O=C(COC(=O)c1ccc(F)cc1)Nc1ccccc1N1CCOCC1
Net charge   0

---

[2]
Entry from the OMol25 dataset: a structure of composition C17H49KO11 (ωB97M-V with the def2-TZVPD basis set).

```
78
Properties=species:S:1:pos:R:3:mulliken_charge:R:1
K -16.852 -6.364 11.747 0.9929
O -17.820 -9.781 5.925 -0.4084
C -17.709 -8.624 6.520 0.7179
O -16.734 -8.522 7.270 -0.8262
O -18.517 -7.728 6.287 -0.7688
H -17.001 -10.095 6.314 0.2876
C -9.747 -8.306 5.116 -1.0474
C -11.263 -8.495 5.195 -0.1012
O -11.808 -7.421 5.965 -0.5339
H -9.245 -8.688 6.005 0.2708
H -9.373 -7.289 5.000 0.3050
H -9.365 -8.867 4.263 0.3177
H -11.624 -9.420 5.644 0.2765
H -11.634 -8.496 4.170 0.2037
H -12.681 -7.702 6.250 0.3093
C -14.816 -13.185 3.271 -1.0483
C -15.360 -14.142 4.290 -0.1882
O -14.662 -13.892 5.474 -0.5165
H -13.733 -13.280 3.193 0.2876
H -14.972 -12.175 3.650 0.2415
H -15.210 -13.283 2.260 0.3495
H -15.114 -15.164 4.001 0.2897
H -16.449 -14.103 4.288 0.2840
H -15.011 -14.547 6.084 0.3019
C -25.024 -4.258 3.496 -1.0853
C -23.947 -4.948 4.338 -0.1073
O -22.700 -4.867 3.670 -0.5315
H -25.295 -4.821 2.603 0.2931
H -24.734 -3.231 3.278 0.2885
H -25.966 -4.241 4.044 0.3495
H -24.278 -5.985 4.387 0.2239
H -23.846 -4.497 5.325 0.2640
H -22.059 -5.377 4.171 0.3048
C -16.256 -6.393 1.460 -1.0295
C -17.289 -6.834 0.427 -0.1191
O -16.579 -7.555 -0.581 -0.5310
H -16.745 -5.760 2.200 0.3395
H -15.485 -5.733 1.063 0.3029
H -15.799 -7.234 1.981 0.2629
H -17.934 -6.019 0.099 0.2654
H -17.938 -7.557 0.923 0.2213
H -17.117 -8.127 -1.133 0.2887
C -20.161 -0.233 9.138 -1.0852
C -20.233 -1.386 8.151 -0.1161
O -19.684 -2.496 8.792 -0.5067
H -19.245 0.355 9.191 0.2783
H -20.371 -0.626 10.133 0.2889
H -20.884 0.553 8.918 0.3359
H -19.720 -1.130 7.223 0.2804
H -21.292 -1.511 7.926 0.2219
H -19.672 -3.208 8.148 0.3026
C -24.208 -8.068 9.840 -1.0342
C -24.716 -9.316 10.561 -0.1842
O -24.312 -9.172 11.934 -0.5321
H -23.124 -7.993 9.754 0.2850
H -24.649 -7.184 10.301 0.2910
H -24.599 -8.101 8.823 0.3324
H -24.371 -10.220 10.060 0.2912
H -25.802 -9.392 10.623 0.2604
H -24.588 -9.953 12.420 0.2905
C -19.436 -12.949 10.649 -0.9436
C -19.731 -13.608 11.958 -0.2377
O -18.774 -14.579 12.309 -0.5148
H -20.267 -12.294 10.388 0.3062
H -19.280 -13.713 9.887 0.2782
H -18.516 -12.371 10.743 0.2561
H -20.717 -14.063 12.048 0.2940
H -19.786 -12.831 12.721 0.2587
H -18.914 -14.720 13.249 0.3041
C -22.809 -10.579 2.953 -0.9623
C -23.159 -11.325 4.227 -0.1870
O -21.954 -12.063 4.539 -0.5205
H -21.970 -9.914 3.156 0.2984
H -23.594 -9.935 2.557 0.3237
H -22.570 -11.307 2.178 0.2589
H -24.028 -11.966 4.080 0.2838
H -23.352 -10.651 5.061 0.2042
H -21.248 -11.443 4.735 0.3020
```

Values from the calculation:
Net charge   0

---

[3]
Entry from the OMol25 dataset: the ion C4H9N2O with charge +1 (ωB97M-V with the def2-TZVPD basis set).

```
16
Properties=species:S:1:pos:R:3:mulliken_charge:R:1
C 1.473 0.373 2.042 -0.6719
O 1.179 -0.427 0.742 -0.4233
C 0.220 0.343 0.105 -0.0802
C 0.160 0.307 -1.669 -0.5373
N -0.884 -0.749 -1.756 -0.1527
C -1.511 -0.978 -0.634 -0.0533
N -1.073 -0.295 0.357 -0.1032
H 2.363 -0.114 2.453 0.2736
H 0.551 0.437 2.545 0.3104
H 1.726 1.346 1.664 0.3452
H 0.096 1.351 0.431 0.5486
H -0.272 1.211 -2.075 0.3301
H 1.039 0.118 -2.315 0.3022
H -1.215 -0.935 -2.684 0.2684
H -2.486 -1.584 -0.577 0.3484
H -1.365 -0.405 1.371 0.2950
```

Values from the calculation:
SMILES   CO[C@H]1CNC=[NH+]1
Net charge   +1

---

[4]
Entry from the OMol25 dataset: the molecule C4H6N2O2 (ωB97M-V with the def2-TZVPD basis set).

```
14
Properties=species:S:1:pos:R:3:mulliken_charge:R:1
H -1.948 1.125 1.263 0.2642
N -2.226 0.231 0.974 -0.6590
C -1.518 0.113 -0.059 0.5404
N -1.413 -1.263 -0.637 -0.7273
C -0.355 1.109 -0.514 -0.4222
C 1.036 1.215 -0.072 -0.4047
C 1.849 0.034 0.265 0.7322
O 3.059 -0.104 0.216 -0.5506
O 1.212 -1.202 0.150 -0.4649
H -0.357 -1.509 -0.797 0.3925
H -1.778 -1.897 0.159 0.3176
H -0.930 1.909 -0.985 0.3827
H 1.628 2.049 -0.562 0.3135
H 1.740 -1.809 0.601 0.2854
```

Values from the calculation:
SMILES   [H]/N=C(N)\C=C/C(=O)O
Net charge   0

---

Result set for HOMO level: -8.2 -6.5 -14.7 -9.6 eV, one per record in the order listed.
Result set for HOMO-LUMO gap: 8.461 4.297 11.474 8.653 eV, one per record in the order listed.